Record 1
The following is a quantum chemistry calculation of a cluster of 2 separate species, C3H10N2OS in total in a non-equilibrium geometry, from OMol25.

Output
2S+1: 1
E: -703.10714 hartree
Largest force on an atom: 3.47 eV/Å
Energy relative to the best compared isomer or geometry (same formula, charge and spin): 104.0 kcal per mole
LUMO energy (alpha / beta): 0.030 / 0.012 hartree

CARTESIAN COORDINATES (ANGSTROEM)
C -0.88722 -1.93861 0.15769
C -0.90235 1.87707 0.43392
C -0.47855 -0.64960 0.70264
N 1.47152 0.16025 -1.41164
N -0.94042 0.49129 0.04203
O 2.68562 0.77352 0.87820
S 2.18294 -0.38455 0.14394
H -0.31656 -2.70629 0.54950
H -0.84215 -1.80619 -0.87273
H -1.81920 -2.24278 0.56191
H 0.07263 1.98747 0.78863
H -0.94708 2.61833 -0.29291
H -1.57836 2.04173 1.30075
H -0.16385 -0.71730 1.78078
H 2.12116 0.71975 -1.91505
H 1.04118 -0.55302 -1.97848
H -0.69929 0.32894 -0.86918


Record 2
The following is a quantum chemistry calculation of a cluster of 2 separate species, C3H10N2OS in total in a non-equilibrium geometry, from OMol25.

Output
2S+1: 1
E: -703.09195 hartree
Largest force on an atom: 4.00 eV/Å
Energy relative to the best compared isomer or geometry (same formula, charge and spin): 113.5 kcal per mole
LUMO energy: 0.013 hartree

CARTESIAN COORDINATES (ANGSTROEM)
C -3.11049 -0.63734 -0.36872
C 1.77659 1.83016 0.72012
C -1.58298 -0.59302 -0.12752
N 2.81530 -0.52991 -0.05249
N 2.45093 -1.61371 0.35734
O 1.69340 1.27839 -1.77632
S 1.31793 0.51282 -0.56849
H -3.42886 -0.65490 0.66149
H -3.61535 0.10707 -1.11849
H -3.43512 -1.65115 -0.82866
H 2.01758 2.64665 0.06496
H 0.82056 1.88081 1.18670
H 2.57964 1.40218 1.36507
H -1.30676 -1.50746 0.19071
H -1.28131 0.23840 0.46311
H -0.99976 -0.68410 -1.00967
H 3.28874 -2.02490 0.84085


Record 3
The following is a quantum chemistry calculation of a structure of composition C3H10N2P in a non-equilibrium geometry, from OMol25.

Output
2S+1: 1
E: -570.78149 hartree
Largest force on an atom: 4.29 eV/Å
Energy relative to the best compared isomer or geometry (same formula, charge and spin): 88.4 kcal per mole
Net charge: +1
LUMO energy: -0.211 hartree

CARTESIAN COORDINATES (ANGSTROEM)
C 1.95453 1.42279 -1.56311
C -2.10359 -0.58136 1.12251
C 0.71384 0.63761 -1.43002
N 1.02996 0.94468 1.26059
N -1.10758 -1.39032 0.42805
P 0.62199 -0.00438 0.12620
H 2.36615 1.55055 -0.57789
H 1.47526 2.29218 -2.23177
H 2.61398 0.95151 -2.30311
H -2.71695 -0.08020 0.39931
H -2.72024 -1.28272 1.78830
H -1.53680 0.06535 1.95243
H 0.40850 0.07419 -2.28402
H 1.23552 0.72624 2.22280
H -0.73659 -2.14138 0.98342
H -1.55474 -1.85847 -0.37452


Record 4
The following is a quantum chemistry calculation of a structure of composition C3H10N2S in a non-equilibrium geometry, from OMol25.

Output
2S+1: 1
E: -627.95749 hartree
Largest force on an atom: 1.95 eV/Å
Energy relative to the best compared isomer or geometry (same formula, charge and spin): 23.3 kcal per mole
LUMO energy: 0.013 hartree

CARTESIAN COORDINATES (ANGSTROEM)
C -0.11349 0.05221 2.16604
C -0.06684 -1.40296 1.79710
S -0.47614 -1.74767 0.04991
H -1.13816 0.55582 1.95824
H 0.68067 0.58264 1.55958
H 0.13155 0.22864 3.22472
H -0.76788 -1.99552 2.42496
H 0.90670 -1.87020 2.10349
N 0.98850 0.52544 -1.17850
C 0.25622 1.13913 -2.06690
N -0.89307 0.63107 -2.51319
H 0.57876 -0.51674 -0.65027
H 1.73340 1.10347 -0.80692
H 0.69960 2.03248 -2.55108
H -1.33829 0.99430 -3.36436
H -1.18153 -0.31210 -2.15282


> Which value of largest force on an atom does entry 3 give?

4.29 eV/Å


> What is the formula in the third record?

C3H10N2P